ORCA calculation (wB97M-V/def2-TZVPD) on a molecular structure, C36H29Cl3GaIN7PSSi.

Geometry as XYZ:
```
80
Properties=species:S:1:pos:R:3:forces:R:3:lowdin_charge:R:1
Ga 1.03688 0.31758 -0.53555 0.035 0.799 0.363 0.053
I -0.63636 2.10317 -2.03522 0.094 0.046 -0.070 1.222
C -1.02853 2.65983 -0.04603 -0.052 0.052 0.022 -0.621
C -0.52946 3.89357 0.27890 -0.009 0.003 -0.010 -0.165
C -0.93309 4.54572 1.45452 -0.012 -0.002 0.001 -0.066
C -1.91511 3.97894 2.20739 0.000 -0.003 -0.010 -0.011
C -2.44241 2.70365 1.89047 0.036 -0.002 0.003 -0.152
C -3.52854 2.22157 2.66007 -0.017 -0.013 0.009 0.004
C -4.09267 1.01775 2.38344 -0.014 0.016 0.014 -0.024
C -3.47900 0.19380 1.42755 0.025 0.007 -0.035 -0.072
C -2.38919 0.57649 0.67516 -0.028 0.035 -0.102 -0.211
P -1.61126 -0.98083 0.06538 -0.124 -0.060 -0.205 0.920
C -1.18179 -1.80067 1.61047 -0.050 0.018 0.037 -0.323
C -1.08600 -3.18895 1.69106 -0.014 0.005 0.003 -0.128
C -0.63278 -3.78619 2.85656 -0.006 0.015 -0.010 -0.046
C -0.25749 -3.00538 3.93998 0.004 -0.004 -0.003 -0.045
C -0.34989 -1.62227 3.86633 0.022 0.004 0.012 -0.053
C -0.81973 -1.02204 2.71093 0.020 0.017 -0.003 -0.100
C -2.88111 -1.90795 -0.79634 0.013 0.017 0.024 -0.295
C -3.74452 -2.80099 -0.15802 0.081 -0.024 -0.023 -0.084
C -4.74629 -3.42640 -0.88112 0.010 0.004 0.004 -0.048
C -4.89357 -3.16123 -2.23619 -0.017 -0.012 0.003 -0.048
C -4.04245 -2.26800 -2.86954 0.021 0.014 -0.009 -0.054
C -3.03740 -1.63614 -2.15418 -0.048 0.003 0.003 -0.079
C -1.92545 1.93880 0.79926 0.086 -0.038 0.037 -0.198
H 0.14016 4.39953 -0.40334 -0.007 0.005 -0.003 0.099
H -0.52694 5.51833 1.69618 -0.004 0.001 -0.003 0.121
H -2.33220 4.50349 3.05791 0.007 -0.004 0.006 0.128
H -3.91522 2.84962 3.45267 0.005 -0.005 0.006 0.129
H -4.95220 0.65828 2.93117 -0.001 0.001 -0.001 0.124
H -3.85552 -0.81641 1.34277 -0.010 -0.017 -0.011 0.100
H -1.34913 -3.80668 0.84575 -0.030 -0.001 0.014 0.056
H -0.56766 -4.86424 2.91472 -0.001 -0.001 -0.002 0.119
H 0.09955 -3.47519 4.84669 0.000 -0.001 0.000 0.117
H -0.06785 -1.01211 4.71414 -0.002 -0.001 0.000 0.114
H -0.91961 0.05683 2.67872 -0.004 0.001 0.004 0.077
H -3.63248 -3.02113 0.89520 0.002 -0.003 0.032 0.107
H -5.41196 -4.12110 -0.38734 0.006 -0.005 0.001 0.117
H -5.67808 -3.65168 -2.79707 0.002 -0.001 0.000 0.116
H -4.16387 -2.06054 -3.92484 -0.001 0.005 0.002 0.109
H -2.36307 -0.94931 -2.64893 0.019 -0.005 0.003 0.066
N 4.12708 1.98125 1.31120 0.024 -0.016 0.011 0.175
C 3.77627 3.08719 2.14002 -0.052 -0.014 0.005 -0.223
C 4.69356 4.09576 2.36785 -0.010 0.004 0.013 0.002
C 4.32307 5.18437 3.14655 -0.001 0.005 0.002 -0.045
C 3.03861 5.27556 3.65953 0.006 0.009 0.000 -0.051
C 2.11005 4.27590 3.39820 0.003 -0.015 0.001 -0.080
C 2.48831 3.17102 2.65421 0.046 -0.014 -0.045 -0.440
S 1.41927 1.78961 2.41569 -0.007 0.088 -0.051 1.057
N 1.94043 1.35977 0.82576 0.106 -0.115 0.152 -0.260
C 3.23975 1.31738 0.57675 -0.049 0.059 -0.137 -0.294
C 3.66822 0.44821 -0.54832 -0.070 0.329 -0.138 -0.244
C 4.77673 -0.33068 -0.50056 0.213 0.046 -0.116 -0.008
C 4.97145 -1.24288 -1.59468 -0.045 0.566 0.127 -0.075
C 3.88043 -1.54393 -2.34764 0.628 -0.416 -1.072 -0.222
C 2.68108 -0.93619 -2.14753 -1.678 -0.315 1.164 -0.304
N 2.66215 0.27357 -1.48725 0.003 -1.040 0.274 -0.009
H 5.08714 1.94034 1.00079 0.000 -0.006 0.001 0.163
H 5.69067 4.03463 1.94878 0.001 -0.002 0.000 0.126
H 5.04303 5.96618 3.34388 0.000 -0.001 0.001 0.120
H 2.75585 6.12632 4.26365 -0.001 -0.001 0.001 0.118
H 1.10330 4.33903 3.79055 0.001 -0.002 0.002 0.109
H 5.48554 -0.23738 0.31342 0.006 -0.052 -0.008 0.124
H 5.96855 -1.62202 -1.78592 -0.018 -0.068 -0.021 0.103
H 3.13846 -4.84731 -4.05374 -0.696 0.050 -0.246 -0.020
H 3.95457 -3.34682 -4.65136 0.334 0.334 0.272 -0.018
Cl 1.87369 -2.08134 0.35971 0.223 -0.040 -0.011 0.399
Si 0.74613 -2.16757 -1.66242 -0.020 1.293 -0.600 -0.121
Cl 3.10000 -3.55798 -3.70503 0.796 -0.857 0.136 0.883
Cl 0.15120 -4.12785 -1.28855 0.173 -0.181 0.027 0.353
N -0.57300 -2.52748 -5.93042 0.006 0.011 0.144 0.183
C -0.77597 -1.39813 -5.29002 0.021 0.066 0.016 -0.484
N -1.35910 -0.34886 -5.85410 0.009 -0.004 -0.007 0.206
N -0.42892 -1.25800 -3.95336 -0.036 0.071 0.007 -0.046
C 0.28700 -2.24269 -3.48041 0.182 -0.084 -0.235 -0.321
N -0.34048 -0.83109 -0.94764 -0.137 -0.502 0.333 -0.374
H -0.84147 -2.70609 -6.88115 0.026 -0.010 -0.005 0.128
H -0.08972 -3.20431 -5.32848 -0.010 -0.041 -0.090 0.081
H -1.65829 -0.33182 -6.81338 -0.005 0.004 0.001 0.127
H -1.47133 0.47285 -5.28425 -0.009 -0.007 -0.009 0.106
```
Positions in Å, forces in eV/Å.

Calculated values
- total energy (eV) = -174262.517
- gap between HOMO and LUMO (eV) = 5.87
- multiplicity = 1
- HOMO (hartree) = -0.41311
- net charge = +2

ORCA calculation (wB97M-V/def2-TZVPD) on a molecular structure, C36H29N13O4S3W.

Geometry as XYZ:
```
86
Properties=species:S:1:pos:R:3:forces:R:3:lowdin_spin:R:1
W 0.01853 0.44523 -0.39994 0.433 0.391 -0.282 1.081
C 3.57632 0.29985 2.23887 0.022 -0.008 0.016 0.027
C 2.44015 -0.01935 1.33035 -0.011 0.091 0.038 0.183
N 1.45787 0.83375 1.05863 0.007 -0.075 -0.036 0.060
N 1.46763 2.04495 1.68099 0.112 -0.023 0.047 -0.024
C 0.37172 2.66189 1.40108 -0.127 -0.018 -0.084 0.038
O -0.53895 2.06018 0.66987 -0.108 0.046 0.134 0.009
C 0.10131 4.02959 1.86147 0.037 0.045 0.074 0.000
C -1.09417 4.65566 1.52457 0.000 -0.014 -0.014 0.008
C -1.34352 5.95066 1.95039 -0.022 0.026 -0.007 -0.001
C -0.40086 6.62532 2.71233 -0.007 -0.003 0.002 0.009
C 0.79512 6.00269 3.04738 0.011 -0.012 -0.006 -0.001
C 1.04846 4.70970 2.62396 -0.005 0.015 0.019 0.007
C 2.25954 -1.28147 0.71953 -0.024 -0.050 -0.063 0.069
C 3.14122 -2.36542 0.84470 0.027 0.006 0.005 0.041
C 2.79375 -3.58021 0.31468 0.010 -0.027 -0.006 0.033
C 1.56525 -3.71469 -0.34183 0.022 -0.039 0.008 0.063
C 0.76583 -2.60938 -0.48070 -0.024 0.024 -0.002 0.021
N 1.09744 -1.40174 0.01466 0.049 -0.091 0.086 0.091
H 3.38575 1.23246 2.75922 -0.010 -0.005 0.000 0.000
H 4.50754 0.40100 1.67434 -0.009 0.003 -0.001 0.010
H 3.71892 -0.49664 2.97276 -0.006 0.013 -0.009 0.007
H -1.82130 4.12531 0.92354 0.010 0.004 0.004 0.000
H -2.27464 6.43509 1.68467 0.015 -0.004 0.005 0.000
H -0.59531 7.63736 3.04362 -0.002 -0.007 -0.003 0.001
H 1.53283 6.52968 3.63876 -0.007 -0.008 -0.008 0.000
H 1.97708 4.21522 2.87423 -0.014 0.002 -0.006 0.000
H 4.07997 -2.22629 1.36254 -0.016 0.008 -0.004 0.003
H 3.46423 -4.42588 0.40048 -0.013 0.015 -0.005 0.001
H 1.25036 -4.65226 -0.77665 0.001 0.017 0.010 0.003
H -0.15538 -2.67106 -1.04010 -0.012 0.005 -0.008 0.000
N 0.78719 -6.05438 3.94102 0.001 0.009 0.011 0.000
C 0.29955 -4.78671 3.67701 -0.003 0.033 -0.016 0.001
C 1.16062 -3.68363 3.66219 -0.011 -0.047 0.008 0.000
C 0.66587 -2.41474 3.43745 0.037 0.031 0.008 0.002
C -0.69340 -2.22656 3.22431 -0.028 -0.015 -0.038 0.001
C -1.56376 -3.30977 3.25406 -0.042 -0.021 0.030 0.001
C -1.06985 -4.57961 3.47979 0.028 -0.007 -0.002 0.000
S -1.29530 -0.61805 2.86353 -0.002 -0.025 0.017 0.003
O -2.66035 -0.52967 3.29375 0.003 0.014 -0.020 0.001
O -0.32961 0.33410 3.32995 -0.002 0.005 -0.024 0.000
N -1.25353 -0.51431 1.22528 -0.099 -0.111 0.240 0.038
C -2.06869 -1.23117 0.42042 0.069 0.059 0.013 0.016
N -2.99451 -2.12915 0.72797 0.012 0.053 0.054 0.001
C -3.63481 -2.64841 -0.31653 -0.053 -0.058 -0.032 0.010
C -3.38606 -2.30842 -1.63967 -0.050 -0.030 -0.074 0.001
C -2.38456 -1.38590 -1.86895 -0.094 -0.050 -0.029 0.010
N -1.73745 -0.87314 -0.83499 -0.054 0.005 -0.063 0.018
H 1.77040 -6.20229 3.79097 0.004 0.002 -0.002 0.000
H 0.21251 -6.82922 3.65695 -0.006 0.002 -0.002 0.000
H 2.22013 -3.82873 3.84041 -0.012 -0.005 -0.003 0.000
H 1.32542 -1.55558 3.44374 -0.029 -0.019 0.006 0.001
H -2.62140 -3.14670 3.09765 0.045 0.006 0.012 0.000
H -1.74809 -5.42437 3.51243 0.013 0.004 0.002 0.000
H -4.39187 -3.39001 -0.08274 0.010 0.012 0.015 0.000
H -3.92127 -2.76905 -2.45490 0.013 0.007 -0.007 0.000
H -2.07548 -1.06375 -2.85273 -0.005 -0.014 -0.035 0.000
S 2.71042 4.17077 -1.70518 0.005 0.045 -0.036 0.067
C 1.87849 2.83802 -1.45765 0.058 0.111 0.077 0.036
N 1.28265 1.83034 -1.30100 -0.080 -0.282 -0.072 0.005
N -3.12961 1.62293 -0.03480 0.016 0.086 0.002 0.002
C -2.65952 1.95788 -1.25151 0.012 -0.075 0.013 0.003
N -1.47380 1.64290 -1.72847 -0.017 0.099 0.026 0.005
C -1.33651 2.10253 -3.05954 -0.004 -0.022 -0.025 0.001
C -0.23590 1.97383 -3.90637 -0.034 0.008 0.009 0.000
C -0.30726 2.48179 -5.19041 0.011 -0.002 0.001 0.000
C -1.45118 3.12053 -5.66336 0.014 0.002 -0.032 0.000
C -2.55149 3.26010 -4.84180 -0.023 0.000 0.021 0.000
C -2.47260 2.74909 -3.55441 0.028 -0.003 -0.011 0.000
S -3.70913 2.81125 -2.33698 -0.045 0.002 0.006 0.000
H -2.46238 1.48023 0.71523 -0.029 -0.036 -0.031 0.001
H -4.02808 1.98375 0.23803 0.003 -0.019 -0.008 0.000
H 0.66446 1.49550 -3.57134 0.028 -0.019 0.027 0.000
H 0.55305 2.37882 -5.83840 -0.003 0.000 0.007 0.000
H -1.47762 3.50902 -6.67270 -0.004 -0.004 0.017 0.000
H -3.45001 3.75540 -5.18598 0.010 -0.007 0.006 0.000
N 2.59492 -0.41809 -2.60688 0.095 0.031 0.048 0.001
C 1.38638 -0.93991 -2.86370 -0.112 -0.081 -0.046 0.004
O 0.33492 -0.45515 -2.28662 -0.017 -0.090 0.036 0.026
C 1.25802 -2.02850 -3.73765 0.028 0.057 0.087 0.002
C 0.00662 -2.66840 -3.88043 -0.019 -0.098 -0.077 0.001
N -1.01098 -3.20537 -3.97985 0.024 0.066 0.052 0.000
C 2.41711 -2.53609 -4.37246 -0.019 0.037 -0.114 0.000
N 3.41172 -2.87009 -4.85363 -0.014 -0.024 0.067 0.001
H 3.40227 -0.77518 -3.09076 0.008 0.021 -0.008 0.000
H 2.65070 0.45012 -2.09817 -0.006 0.029 -0.015 0.000
```
Positions in Å, forces in eV/Å.

Calculated values
- total energy (eV) = -99699.404
- expectation value of S² = 2.0303
- gap between HOMO and LUMO (alpha / beta) (eV) = 5.81 / 6.69
- multiplicity = 3
- HOMO (alpha / beta) (hartree) = -0.23954 / -0.30596
- net charge = 0

ORCA calculation (wB97M-V/def2-TZVPD) on 6 unconnected molecules or ions with the total composition C36H29N2O11.

Geometry as XYZ:
```
78
Properties=species:S:1:pos:R:3:forces:R:3:lowdin_charge:R:1
O -4.35966 -3.67909 -7.26231 0.590 0.626 0.233 -0.074
C -4.01073 -2.54496 -6.46573 -0.343 -0.099 -0.555 -0.219
C -2.68150 -1.85210 -6.98744 -0.748 0.174 1.630 -0.081
C -2.75919 -0.37190 -6.61333 1.408 0.652 0.453 -0.127
C -1.80467 0.27062 -5.77336 -2.412 0.126 -1.336 0.087
C -2.11826 1.63195 -5.54374 1.747 -0.994 0.835 0.012
N -3.17637 2.21464 -6.06597 0.110 1.646 0.595 0.047
N -4.08172 1.71466 -6.88236 0.994 -1.249 0.391 0.148
C -3.82313 0.44907 -7.11305 -0.910 -1.427 -1.185 -0.041
H -4.34044 -3.36802 -8.18035 -0.206 -0.347 0.176 0.095
H -3.89277 -2.87225 -5.41593 0.026 0.032 -0.628 0.136
H -4.88231 -1.85686 -6.49026 0.572 -0.033 0.099 0.113
H -2.54535 -2.04159 -8.06625 -0.027 0.305 0.459 0.139
H -1.85840 -2.29269 -6.39051 -0.199 0.163 -0.804 0.127
H -0.94884 -0.24048 -5.32407 -0.313 0.370 -0.203 0.138
H -1.44737 2.22850 -4.89862 -0.670 0.038 -0.333 0.119
H -3.33611 3.19395 -5.81599 0.018 -0.277 -0.183 0.197
H -4.53830 -0.04594 -7.79247 0.351 0.445 0.372 0.146
C 2.48546 0.85873 -2.38013 0.058 0.099 -0.100 0.033
C 1.86631 1.86614 -2.99300 0.063 0.038 -0.004 0.028
C 0.39953 2.02988 -2.90630 0.172 0.090 0.146 -0.385
O -0.16843 2.95239 -3.47063 -0.085 -0.237 -0.146 0.055
C -0.35814 1.03545 -2.11154 -0.056 -0.073 -0.040 0.007
C 0.25819 0.02765 -1.49737 -0.205 0.006 -0.029 0.036
C 1.73098 -0.13844 -1.58378 0.182 -0.090 0.091 -0.378
O 2.29245 -1.05280 -1.02431 -0.082 0.064 -0.027 0.133
H 3.55856 0.72284 -2.43293 0.003 0.021 0.035 0.128
H 2.40171 2.60401 -3.57724 -0.013 0.024 0.028 0.130
H -1.43157 1.17477 -2.05907 0.003 0.047 0.050 0.121
H -0.27795 -0.70908 -0.91203 0.045 -0.005 0.027 0.129
C 4.24211 2.16057 2.19139 -0.011 -0.146 -0.082 0.032
C 4.53668 1.99988 0.90350 -0.053 -0.050 0.074 0.019
C 4.80123 3.16379 0.02480 0.071 -0.018 -0.090 -0.387
O 5.06724 3.01709 -1.15142 -0.125 -0.038 0.007 0.092
C 4.72757 4.51241 0.63403 -0.015 0.098 0.085 0.023
C 4.43308 4.67358 1.92214 0.020 0.077 -0.119 0.029
C 4.16815 3.50987 2.80071 -0.007 0.018 0.125 -0.368
O 3.90089 3.65420 3.97495 0.005 0.028 -0.158 0.102
H 4.04501 1.32320 2.84907 0.006 0.033 0.039 0.128
H 4.59596 1.02171 0.44157 0.028 0.008 -0.013 0.120
H 4.92474 5.34969 -0.02338 0.017 -0.030 -0.026 0.124
H 4.37393 5.65083 2.38436 -0.004 -0.024 0.037 0.126
C -6.20479 -6.78544 -7.47993 0.116 0.114 -0.015 0.025
C -5.27504 -6.57259 -8.40712 -0.070 0.001 0.058 0.013
C -5.20297 -7.40584 -9.63001 0.091 -0.039 -0.130 -0.386
O -4.35253 -7.21021 -10.47377 -0.049 0.046 0.064 0.104
C -6.20680 -8.48505 -9.78237 -0.116 -0.087 0.039 0.022
C -7.13778 -8.69898 -8.85474 0.075 -0.029 -0.143 0.024
C -7.20989 -7.86503 -7.63121 -0.144 -0.079 0.108 -0.385
O -8.05792 -8.05644 -6.78626 0.065 0.040 -0.045 0.112
H -6.27173 -6.18675 -6.58028 -0.028 -0.016 0.005 0.120
H -4.53522 -5.79004 -8.31274 0.035 -0.062 0.018 0.093
H -6.13879 -9.08275 -10.68242 0.037 0.025 -0.008 0.124
H -7.87863 -9.48275 -8.94847 -0.015 0.018 0.044 0.125
C 4.56809 2.85489 9.57403 0.024 -0.015 0.095 0.023
C 4.90396 4.07974 9.97289 -0.033 -0.131 0.030 0.029
C 5.05736 5.18971 9.00222 0.042 0.169 0.057 -0.387
O 5.36527 6.30573 9.36461 -0.022 -0.068 -0.028 0.107
C 4.82076 4.88380 7.57133 -0.030 -0.099 -0.078 0.026
C 4.48480 3.65942 7.17157 0.021 0.056 -0.094 0.022
C 4.33192 2.55084 8.14234 0.002 -0.037 0.024 -0.375
O 4.02296 1.43299 7.77747 0.005 0.030 0.034 0.092
H 4.45209 2.03233 10.26974 -0.019 0.011 0.014 0.104
H 5.07954 4.32093 11.01366 0.006 0.031 -0.014 0.126
H 4.93647 5.70679 6.87735 0.008 0.021 0.030 0.122
H 4.30898 3.41900 6.13113 -0.023 -0.018 0.065 0.086
C 0.91307 -0.39137 9.40138 0.123 0.014 0.013 0.026
C 1.97480 0.01302 10.09422 0.013 -0.095 -0.105 0.017
C 1.82489 0.70651 11.39428 0.090 0.015 0.070 -0.382
O 2.79421 1.07812 12.02494 -0.044 0.017 -0.064 0.096
C 0.44869 0.93134 11.89587 -0.144 0.008 0.026 0.022
C -0.61343 0.52663 11.20321 0.052 0.070 0.124 0.022
C -0.46353 -0.16728 9.90154 -0.118 -0.060 -0.104 -0.388
O -1.43141 -0.53779 9.27030 0.054 0.037 0.040 0.103
H 1.00337 -0.89836 8.44922 -0.031 0.003 0.001 0.124
H 2.98716 -0.14267 9.74342 -0.006 0.043 -0.018 0.112
H 0.35954 1.43905 12.84797 0.045 0.000 0.000 0.123
H -1.62607 0.68265 11.55300 -0.011 -0.024 -0.038 0.122
```
Positions in Å, forces in eV/Å.

Calculated values
- total energy (eV) = -63291.180
- gap between HOMO and LUMO (eV) = 5.97
- multiplicity = 1
- HOMO (hartree) = -0.40627
- net charge = +1

Computed values of M (unit: g mol⁻¹) for the preceding records, in sequence: 953.790; 987.756; 665.631.
Computed values of relative energy (zero: lowest compared OMol25 entry of this formula, charge and spin) (unit: kJ/mol) for the preceding records, in sequence: 1083.4; 0.0; 0.0.